(1)
# C5H8O

C5H8O in the gas phase in a non-equilibrium geometry (ωB97M-V/def2-TZVPD, the Open Molecules 2025 dataset).

Last column: natural (NBO) charge in e.
Atoms and positions in Å:
1 H 0.44 0.36 1.40  0.178
2 O -1.44 -0.11 0.11  -0.559
3 H -1.08 2.10 0.57  0.209
4 C -0.79 1.16 -0.15  -0.070
5 C -0.60 -1.20 0.09  -0.060
6 H -0.43 -1.59 1.11  0.171
7 H 2.10 -0.40 1.03  0.226
8 C 1.82 0.04 0.00  -0.344
9 H -0.84 -2.02 -0.68  0.191
10 C 0.59 -0.53 -0.43  -0.282
11 C 0.57 0.67 0.31  -0.266
12 H 0.09 -0.19 -1.36  0.202
13 H 2.56 0.32 -0.65  0.221
14 H -0.80 1.48 -1.20  0.182

LUMO level (eV): 1.035
Total charge: 0

(2)
# C5H8O

C5H8O in the gas phase (ωB97M-V/def2-TZVPD, the Open Molecules 2025 dataset).

Last column: natural (NBO) charge in e.
Atoms and positions in Å:
1 C -0.52 0.12 -0.54  -0.078
2 H -0.56 -1.93 -1.11  0.186
3 H -2.32 2.68 0.19  0.238
4 H 2.69 -1.80 0.49  0.194
5 C -1.47 2.26 0.74  -0.685
6 H -1.80 2.03 1.76  0.234
7 H 0.04 -0.80 -2.35  0.216
8 H 1.48 -0.57 0.97  0.178
9 C -0.95 1.07 0.06  0.023
10 H 1.01 -2.28 0.82  0.163
11 C 1.65 -1.49 0.40  -0.256
12 O 1.40 -1.29 -0.97  -0.522
13 H -0.70 3.04 0.81  0.237
14 C 0.05 -1.03 -1.28  -0.127

LUMO level (eV): 0.966
Total charge: 0

(3)
# C5H8O

C5H8O in the gas phase (ωB97M-V/def2-TZVPD, the Open Molecules 2025 dataset).

Last column: natural (NBO) charge in e.
Atoms and positions in Å:
1 H -1.02 -1.23 -1.27  0.214
2 H -0.17 2.50 0.30  0.210
3 H 1.23 -0.96 1.59  0.461
4 O 1.50 -1.40 0.77  -0.708
5 H 2.05 1.24 -0.16  0.216
6 H 1.32 -1.10 -1.20  0.184
7 H -1.86 0.54 0.94  0.210
8 H -1.97 0.85 -0.78  0.215
9 C -0.68 -0.87 -0.30  -0.432
10 H -0.95 -1.62 0.45  0.221
11 C -0.08 1.43 0.09  -0.166
12 C 1.06 0.79 -0.15  -0.235
13 C -1.29 0.52 0.01  -0.447
14 C 0.86 -0.70 -0.29  0.058

LUMO level (eV): 1.050
Total charge: 0

(4)
# C5H8O

C5H8O in the gas phase (ωB97M-V/def2-TZVPD, the Open Molecules 2025 dataset).

Last column: natural (NBO) charge in e.
Atoms and positions in Å:
1 C 0.93 0.35 -0.25  -0.367
2 C 1.57 -0.65 0.64  0.435
3 C -1.43 -0.89 -0.39  -0.619
4 H -0.69 0.76 -1.63  0.215
5 C -0.09 1.24 0.42  -0.399
6 H -1.12 -1.44 0.50  0.227
7 H -1.37 -1.57 -1.24  0.210
8 H -0.32 0.95 1.45  0.239
9 H -2.49 -0.61 -0.27  0.215
10 H 2.52 -1.09 0.26  0.113
11 H 1.59 0.74 -1.02  0.225
12 C -0.55 0.31 -0.65  -0.175
13 H -0.04 2.31 0.24  0.221
14 O 1.16 -0.97 1.74  -0.542

LUMO level (eV): 1.031
Total charge: 0

(5)
# C5H8O

A molecular structure, C5H8O in a non-equilibrium geometry (ωB97M-V/def2-TZVPD, the Open Molecules 2025 dataset).

Last column: natural (NBO) charge in e.
Atoms and positions in Å:
1 C 0.09 0.82 -0.29  -0.243
2 H -1.98 0.25 -1.08  0.176
3 C 0.31 -1.08 0.28  0.086
4 H -1.94 0.80 0.59  0.167
5 O -1.13 -0.98 0.16  -0.535
6 H 0.02 0.41 1.94  0.207
7 H 1.56 0.50 1.21  0.200
8 H 0.20 1.91 -0.37  0.215
9 C -1.40 0.32 -0.19  -0.070
10 H 0.66 -2.07 0.56  0.204
11 H 0.40 -0.66 -1.90  0.212
12 H 1.90 -0.12 -0.97  0.212
13 C 0.53 0.26 1.03  -0.413
14 C 0.78 -0.36 -0.96  -0.417

LUMO level (eV): 1.083
Total charge: 0

(6)
# C5H8O

C5H8O in the gas phase (ωB97M-V/def2-TZVPD, the Open Molecules 2025 dataset).

Last column: natural (NBO) charge in e.
Atoms and positions in Å:
1 H -2.09 0.52 1.49  0.233
2 C -0.21 1.16 -1.02  -0.479
3 C -1.78 0.01 0.57  -0.670
4 H 2.37 -0.64 1.10  0.247
5 C 1.42 -0.65 0.54  -0.254
6 H -0.97 1.16 -1.80  0.209
7 H -1.72 -1.06 0.80  0.219
8 H 0.73 1.67 -1.21  0.256
9 C 1.86 -0.33 -0.84  -0.056
10 H 0.94 -1.63 0.74  0.165
11 C -0.45 0.55 0.14  0.334
12 O 0.56 0.35 1.07  -0.527
13 H 1.89 -1.29 -1.40  0.101
14 H -2.53 0.18 -0.20  0.222

LUMO level (eV): -0.351
Total charge: 0

(7)
# C5H8O

C5H8O in the gas phase (ωB97M-V/def2-TZVPD, the Open Molecules 2025 dataset).

Last column: natural (NBO) charge in e.
Atoms and positions in Å:
1 H 0.74 -1.52 -0.05  0.211
2 O 0.74 2.26 -0.61  -0.622
3 H 0.40 -1.71 1.67  0.234
4 C -1.12 -0.60 0.62  -0.138
5 C -1.01 0.57 -0.02  -0.245
6 H -0.50 -2.65 0.47  0.219
7 C 0.20 0.93 -0.81  -0.090
8 H -0.01 0.91 -1.89  0.177
9 H 0.88 2.36 0.35  0.498
10 H 2.13 0.20 -1.22  0.117
11 H -1.84 1.27 -0.03  0.214
12 H -2.04 -0.82 1.15  0.203
13 C 1.52 0.46 -0.32  -0.141
14 C -0.07 -1.67 0.68  -0.637

LUMO level (eV): 0.319
Total charge: 0

(8)
# C5H8O

C5H8O in the gas phase (ωB97M-V/def2-TZVPD, the Open Molecules 2025 dataset).

Last column: natural (NBO) charge in e.
Atoms and positions in Å:
1 H -0.17 -0.58 3.02  0.182
2 C 0.40 0.48 -0.15  -0.044
3 H -0.83 -0.05 -3.12  0.234
4 H -1.33 0.52 2.27  0.155
5 H 0.69 0.83 -3.34  0.236
6 O -1.04 -1.33 1.38  -0.711
7 H 0.71 -0.91 -3.00  0.236
8 C 0.27 0.31 -1.33  0.000
9 C -0.54 -0.21 2.06  -0.046
10 H -1.28 -1.03 0.49  0.474
11 C 0.62 0.48 1.31  -0.497
12 H 0.76 1.50 1.69  0.232
13 H 1.56 -0.06 1.48  0.231
14 C 0.20 0.04 -2.77  -0.683

LUMO level (eV): 0.919
Total charge: 0

(9)
# C5H8O

C5H8O in the gas phase (ωB97M-V/def2-TZVPD, the Open Molecules 2025 dataset).

Last column: natural (NBO) charge in e.
Atoms and positions in Å:
1 C -0.02 1.04 0.39  -0.464
2 H -0.39 0.80 1.40  0.214
3 H -2.91 -0.05 -1.27  0.200
4 H -1.15 1.64 -1.44  0.195
5 H 0.82 -1.26 1.65  0.175
6 C 1.32 -1.03 0.71  0.151
7 C 1.07 0.08 0.01  -0.303
8 C -2.13 0.04 -0.52  -0.395
9 O 2.20 -2.02 0.38  -0.675
10 H 0.36 2.07 0.43  0.214
11 H 1.60 0.26 -0.92  0.192
12 C -1.17 0.95 -0.60  -0.167
13 H -2.15 -0.68 0.30  0.189
14 H 2.54 -1.84 -0.51  0.474

LUMO level (eV): 1.006
Total charge: 0

(10)
# C5H8O

A molecular structure, C5H8O in a non-equilibrium geometry (ωB97M-V/def2-TZVPD, the Open Molecules 2025 dataset).

Last column: natural (NBO) charge in e.
Atoms and positions in Å:
1 H 1.13 0.13 -1.51  0.226
2 H -0.09 1.57 0.82  0.206
3 C -1.52 -0.05 0.23  -0.448
4 H -0.52 -1.39 0.75  0.224
5 H -2.09 -0.38 1.11  0.215
6 H -2.32 0.23 -0.47  0.190
7 O 3.06 -0.19 0.16  -0.511
8 H -0.49 1.86 -0.86  0.235
9 C 1.89 -0.16 0.47  0.456
10 C -0.44 -0.92 -0.38  -0.382
11 C -0.31 1.07 -0.13  -0.342
12 H 1.60 -0.24 1.54  0.100
13 C 0.76 0.03 -0.48  -0.396
14 H -0.66 -1.55 -1.24  0.227

LUMO level (eV): 0.944
Total charge: 0

Relative energy (zero: lowest compared OMol25 entry of this formula, charge and spin), record by record: 5.659 2.425 0.736 1.161 2.203 5.433 5.017 1.953 1.561 3.627 eV
Orbital gap, record by record: 10.48 10.55 10.65 10.83 10.37 8.24 9.12 10.50 9.71 10.45 eV
HOMO, record by record: -9.45 -9.59 -9.60 -9.80 -9.29 -8.59 -8.80 -9.58 -8.70 -9.51 eV